# 1
{"formula": "C5H12O", "method": "wB97M-V/def2-TZVPD", "smiles": "CC(C)CCO", "e_tot_ev": -7426.0645, "charge": 0, "e_homo_ev": -9.93, "lumo_energy_ev": 1.0, "elements": ["C", "C", "C", "C", "C", "O", "H", "H", "H", "H", "H", "H", "H", "H", "H", "H", "H", "H"], "xyz": [[0.59887, 0.88435, 1.72413], [0.12009, 0.64651, 0.30362], [-1.34014, 1.14755, 0.09788], [0.14649, -0.95040, 0.08361], [-0.00117, -1.25277, -1.39583], [1.29047, -1.83105, -1.74250], [1.65035, 0.52620, 1.63316], [0.57990, 1.89694, 2.07085], [0.13682, 0.24640, 2.50534], [0.84132, 1.12298, -0.39701], [-1.72248, 1.70484, 1.00130], [-2.15009, 0.42323, -0.24030], [-1.34047, 1.95136, -0.71436], [1.14060, -1.24438, 0.54433], [-0.66813, -1.27211, 0.73511], [-0.67965, -2.07609, -1.61454], [-0.25811, -0.39057, -2.00537], [1.65534, -1.53301, -2.58942]]}

# 2
{"formula": "C5H12O2", "method": "wB97M-V/def2-TZVPD", "e_tot_ev": -9470.1748, "charge": 0, "e_homo_ev": [-7.44, -7.41], "lumo_energy_ev": [0.8, 0.8], "elements": ["C", "C", "O", "C", "C", "O", "C", "H", "H", "H", "H", "H", "H", "H", "H", "H", "H", "H", "H"], "xyz": [[2.17228, 1.32537, 0.76566], [2.20987, -1.14270, -1.01493], [0.94564, -0.85953, -1.04874], [0.08240, -1.07059, -0.09581], [-1.30983, -0.65197, -0.34895], [-1.75098, 0.32330, 0.57913], [-3.09096, 0.65735, 0.33014], [2.52610, 1.50427, 1.78020], [2.17187, 2.25184, 0.18789], [2.87654, 0.65542, 0.26935], [2.62572, -1.55095, -0.10129], [2.72579, -1.07609, -1.95779], [0.38283, -1.75959, 0.68671], [1.15397, 0.90609, 0.81598], [-1.37625, -0.24460, -1.37001], [-1.98576, -1.52362, -0.28462], [-3.74402, -0.22951, 0.38612], [-3.22281, 1.10541, -0.66922], [-3.39239, 1.38011, 1.09017]]}

# 3
{"formula": "C5H12O2", "method": "wB97M-V/def2-TZVPD", "smiles": "CC[C@@H](O)CCO", "e_tot_ev": -9474.0412, "charge": 0, "e_homo_ev": -9.66, "lumo_energy_ev": 0.7, "elements": ["C", "C", "C", "O", "C", "C", "O", "H", "H", "H", "H", "H", "H", "H", "H", "H", "H", "H", "H"], "xyz": [[2.64119, -0.41950, 0.60311], [1.57288, 0.12258, -0.34323], [0.13290, -0.10148, 0.11842], [-0.12223, 0.57656, 1.31901], [-0.87139, 0.33531, -0.99638], [-2.33759, 0.28155, -0.48070], [-2.52599, -0.03921, 0.96159], [3.64627, -0.24248, 0.20064], [2.56905, 0.06523, 1.58077], [2.53161, -1.50128, 0.74534], [1.67954, -0.34851, -1.33007], [1.72212, 1.20172, -0.48635], [-0.03247, -1.18957, 0.25723], [-1.09621, 0.40512, 1.47797], [-0.72697, -0.32741, -1.86625], [-0.60160, 1.34909, -1.33380], [-2.93888, -0.44419, -1.03248], [-2.81153, 1.26301, -0.54690], [-2.43072, -0.98656, 1.15209]]}

Energy above the lowest of the compared OMol25 structures with the same formula, charge and spin readings, ordered: 28.8 114.4 25.2 kcal per mole